[1]
Computed, not measured: an isolated molecule of C5H6O2, with wB97M-V/def2-TZVPD.

```
13
Properties=species:S:1:pos:R:3:forces:R:3
O 0.518 -2.195 -0.400 -0.125 -0.113 0.234
O -1.041 -0.871 1.655 -0.112 0.142 -0.422
C 0.939 -0.856 -0.298 0.171 0.272 -0.033
C -0.268 0.090 -0.412 0.057 -0.029 -0.024
C 0.379 2.656 -0.045 -0.125 -0.482 -0.061
C -1.312 -0.272 0.643 0.042 -0.132 0.349
C 0.085 1.503 -0.235 0.130 0.493 0.051
H 0.041 -2.388 0.420 0.152 -0.118 -0.165
H 1.626 -0.670 -1.127 -0.079 0.032 0.110
H -2.350 0.037 0.433 0.028 0.127 0.022
H 0.641 3.678 0.124 -0.051 -0.209 -0.051
H 1.473 -0.664 0.642 -0.105 -0.017 -0.134
H -0.730 -0.048 -1.399 0.017 0.033 0.124
```
Positions in Å, forces in eV/Å.

SMILES: C#C[C@H](C=O)CO
Energy above the lowest of the compared OMol25 structures with the same formula, charge and spin (kcal per mole): 55.7
HOMO-LUMO gap (eV): 10.79
Largest force on an atom (eV Å⁻¹): 0.51
HOMO energy (Eh): -0.3698



[2]
Computed, not measured: a cluster of 2 separate species, C5H6O2 in total at a distorted geometry, with wB97M-V/def2-TZVPD.

```
13
Properties=species:S:1:pos:R:3:forces:R:3
O 0.170 -0.157 1.442 0.072 0.259 -0.423
O -2.642 -1.842 1.560 -0.026 1.256 -0.592
C 0.919 -0.276 -0.803 0.095 -0.234 -0.025
C 1.423 -1.502 -0.681 -0.051 0.146 -0.039
C -2.657 -0.819 1.069 -0.036 -1.277 0.587
C 0.258 0.393 0.361 -0.043 -0.079 0.311
C -0.308 1.773 0.117 -0.017 0.010 0.041
H 0.965 0.267 -1.746 -0.009 -0.073 0.148
H -1.073 1.728 -0.668 0.119 -0.027 0.100
H 0.480 2.449 -0.235 -0.092 -0.115 0.037
H 1.902 -2.016 -1.510 -0.083 0.119 0.116
H -0.750 2.163 1.035 0.073 -0.069 -0.134
H 1.360 -2.018 0.274 -0.004 0.083 -0.127
```
Positions in Å, forces in eV/Å.

Energy above the lowest of the compared OMol25 structures with the same formula, charge and spin (kcal per mole): 22.3
HOMO-LUMO gap (eV): 10.21
Largest force on an atom (eV Å⁻¹): 1.41
HOMO energy (Eh): -0.3629



[3]
Computed, not measured: an isolated molecule of C5H6O2, with wB97M-V/def2-TZVPD.

```
13
Properties=species:S:1:pos:R:3:forces:R:3
O 2.640 -1.948 -0.810 -0.359 0.336 0.094
O -2.538 -0.190 -0.123 -0.029 -0.224 0.106
C 1.943 0.163 0.129 0.048 0.013 0.023
C 1.755 -1.154 -0.632 0.344 -0.219 -0.087
C -0.561 0.944 0.512 0.531 -0.203 -0.075
C 0.619 0.708 0.421 -0.587 0.088 0.043
C -2.032 0.965 0.520 0.067 0.338 0.114
H 2.534 0.838 -0.504 -0.115 -0.110 0.096
H -2.413 1.821 -0.043 0.078 -0.075 0.077
H 2.537 -0.040 1.028 -0.110 0.056 -0.135
H 0.722 -1.319 -1.011 0.195 -0.048 -0.010
H -2.408 1.051 1.549 0.084 -0.011 -0.137
H -2.092 -0.951 0.271 -0.148 0.060 -0.109
```
Positions in Å, forces in eV/Å.

SMILES: O=CCC#CCO
Energy above the lowest of the compared OMol25 structures with the same formula, charge and spin (kcal per mole): 57.4
HOMO-LUMO gap (eV): 10.70
Largest force on an atom (eV Å⁻¹): 0.60
HOMO energy (Eh): -0.3682



[4]
Computed, not measured: an isolated molecule of C5H6O2, with wB97M-V/def2-TZVPD.

```
13
Properties=species:S:1:pos:R:3:forces:R:3
O 1.035 -0.696 -0.180 0.093 0.257 -0.052
O 1.541 1.493 -0.524 -0.002 -0.336 -0.016
C 1.743 0.260 -0.624 -0.048 0.066 0.034
C 0.086 1.940 0.188 -0.238 -0.066 0.112
C -0.367 -0.362 0.631 -0.084 -0.127 0.074
C -0.692 1.034 0.650 0.318 0.155 -0.139
C -1.336 -1.305 -0.045 -0.003 -0.004 -0.029
H 0.170 3.007 0.069 -0.041 -0.185 0.008
H -0.061 -0.730 1.613 -0.041 0.055 -0.118
H -1.570 -0.964 -1.058 0.041 -0.005 0.142
H -0.933 -2.320 -0.087 -0.048 0.155 0.006
H 2.648 -0.046 -1.167 -0.086 0.014 0.053
H -2.264 -1.313 0.535 0.138 0.020 -0.075
```
Positions in Å, forces in eV/Å.

Energy above the lowest of the compared OMol25 structures with the same formula, charge and spin (kcal per mole): 84.5
HOMO-LUMO gap (eV): 8.98
Largest force on an atom (eV Å⁻¹): 0.38
HOMO energy (Eh): -0.3009



[5]
Computed, not measured: a cluster of 2 separate species, C5H6O2 in total at a distorted geometry, with wB97M-V/def2-TZVPD.

```
13
Properties=species:S:1:pos:R:3:forces:R:3
O 2.904 1.173 0.303 0.164 -0.573 -0.949
O 1.551 0.447 0.378 -0.365 4.822 4.218
C -1.636 -0.309 0.282 -0.634 -0.279 0.881
C 1.542 -0.568 -0.278 1.657 -2.913 -3.469
C -2.363 0.908 0.035 0.562 1.460 -0.841
C 1.803 -1.347 -1.166 -0.375 0.948 1.032
C -1.014 -1.306 0.487 -0.299 0.206 0.359
H -1.659 1.340 -0.770 -1.254 0.624 1.473
H 2.158 -2.141 -1.701 0.325 -1.620 -1.037
H 3.068 1.628 1.154 -1.005 -0.585 0.027
H -3.276 0.710 -0.520 -0.235 -0.128 0.117
H -2.648 1.562 0.961 1.055 -1.147 -1.817
H -0.430 -2.096 0.834 0.403 -0.814 0.008
```
Positions in Å, forces in eV/Å.

SMILES: C#COO.C#CC
Energy above the lowest of the compared OMol25 structures with the same formula, charge and spin (kcal per mole): 196.7
HOMO-LUMO gap (eV): 8.96
Largest force on an atom (eV Å⁻¹): 6.42
HOMO energy (Eh): -0.3429



[6]
Computed, not measured: an isolated molecule of C5H6O2, with wB97M-V/def2-TZVPD.

```
13
Properties=species:S:1:pos:R:3:forces:R:3
O 0.750 -0.676 -1.132 0.052 0.035 -0.059
O -2.331 -0.424 0.586 0.480 -0.055 -0.079
C -1.176 -0.394 0.239 -0.278 -0.048 0.042
C -0.641 -0.937 -1.089 -0.237 -0.002 -0.044
C 0.632 1.342 0.315 0.044 0.179 -0.096
C 0.002 0.134 0.994 -0.133 -0.100 0.163
C 1.152 -0.028 0.049 0.192 0.034 0.156
H -1.151 -0.475 -1.942 0.031 -0.015 0.141
H -0.824 -2.019 -1.123 0.028 0.153 0.004
H 1.225 1.992 0.952 -0.098 -0.124 -0.089
H 0.046 0.005 2.069 -0.029 0.060 -0.172
H 2.152 -0.309 0.363 -0.178 0.024 -0.010
H 0.053 1.859 -0.447 0.126 -0.141 0.041
```
Positions in Å, forces in eV/Å.

SMILES: O=C1CO[C@H]2C[C@@H]12
Energy above the lowest of the compared OMol25 structures with the same formula, charge and spin (kcal per mole): 32.6
HOMO-LUMO gap (eV): 10.55
Largest force on an atom (eV Å⁻¹): 0.49
HOMO energy (Eh): -0.3555



[7]
Computed, not measured: a structure of composition C5H6O2, with wB97M-V/def2-TZVPD.

```
13
Properties=species:S:1:pos:R:3:forces:R:3
O -2.935 -0.388 -0.205 0.493 0.012 0.065
O 1.366 0.927 -1.176 0.129 0.484 -0.194
C 0.217 -0.072 0.411 -0.173 0.122 0.108
C -0.550 -1.267 -0.122 -0.041 -0.254 0.032
C -0.862 0.707 0.649 -0.014 -0.156 0.425
C -1.769 -0.319 0.076 -0.521 -0.146 0.115
C 1.607 0.384 0.122 -0.070 -0.124 0.229
H -0.980 1.712 1.039 -0.046 -0.097 -0.066
H 1.969 1.146 0.827 -0.143 -0.136 -0.127
H 0.466 1.294 -1.071 0.755 0.090 -0.645
H -0.323 -1.589 -1.146 -0.114 0.121 0.178
H 2.359 -0.409 0.044 -0.282 0.111 -0.030
H -0.565 -2.125 0.552 0.028 -0.028 -0.090
```
Positions in Å, forces in eV/Å.

Energy above the lowest of the compared OMol25 structures with the same formula, charge and spin (kcal per mole): 50.1
HOMO-LUMO gap (eV): 10.14
Largest force on an atom (eV Å⁻¹): 1.00
HOMO energy (Eh): -0.3610



[8]
Computed, not measured: an isolated molecule of C5H6O2, with wB97M-V/def2-TZVPD.

```
13
Properties=species:S:1:pos:R:3:forces:R:3
O -1.335 -1.231 -0.250 0.048 -0.275 0.002
O 1.426 -1.418 -0.455 -0.007 0.109 -0.191
C 0.725 -0.145 -0.411 -0.438 0.189 0.016
C -1.383 1.093 0.194 0.016 0.049 -0.014
C 1.635 0.798 -0.902 -0.089 -0.441 0.168
C 2.291 -0.318 -0.350 0.485 0.224 0.139
C -0.583 -0.189 0.342 0.074 0.241 -0.002
H -0.383 -0.405 1.405 0.083 0.022 -0.206
H 3.128 -0.403 0.341 -0.176 0.031 -0.005
H -0.748 -1.991 -0.368 -0.222 0.018 0.072
H -2.362 0.961 0.665 0.194 -0.014 -0.047
H -0.873 1.941 0.657 -0.016 -0.152 -0.068
H -1.538 1.307 -0.867 0.047 -0.002 0.135
```
Positions in Å, forces in eV/Å.

Energy above the lowest of the compared OMol25 structures with the same formula, charge and spin (kcal per mole): 121.6
HOMO-LUMO gap (eV): 9.85
Largest force on an atom (eV Å⁻¹): 0.55
HOMO energy (Eh): -0.3432



no.,E_tot (eV)
1,-9374.682
2,-9376.128
3,-9374.606
4,-9373.430
5,-9368.565
6,-9375.683
7,-9374.925
8,-9371.824